[1]
The following is a DFT calculation (wB97M-V/def2-TZVPD) of a cluster of 7 separate species, C21H45Br4N3O7 in total.

Geometry as XYZ:
```
80
Properties=species:S:1:pos:R:3
O -0.047 2.221 -6.352
C -0.357 1.310 -5.631
O 0.172 1.010 -4.416
C 1.181 1.995 -3.964
C 2.545 1.489 -4.236
C -1.502 0.441 -5.912
H 1.050 2.035 -2.868
H 0.986 2.961 -4.385
H 2.567 1.263 -5.294
H 2.813 0.609 -3.644
H 3.303 2.269 -4.122
H -2.462 0.961 -5.830
H -1.504 -0.618 -5.492
H -1.333 0.221 -7.028
O 2.743 5.778 -0.418
C 2.285 5.091 -1.279
O 3.005 4.295 -2.023
C 4.331 3.886 -1.634
C 4.316 2.506 -1.001
C 0.731 5.017 -1.472
H 4.734 4.596 -0.936
H 5.014 3.861 -2.453
H 3.601 2.507 -0.222
H 5.302 2.234 -0.663
H 3.936 1.723 -1.606
H 0.352 5.716 -0.745
H 0.377 3.987 -1.251
H 0.396 5.200 -2.493
Br -2.244 2.331 -1.817
C -2.196 0.322 -2.174
C -0.838 -0.226 -1.747
Br -0.676 -2.238 -1.884
H -2.450 0.177 -3.213
H -2.956 0.002 -1.523
H -0.702 0.014 -0.718
H 0.003 0.058 -2.374
Br -5.547 -0.193 0.309
C -6.159 -1.986 0.228
C -5.362 -2.963 -0.594
Br -5.566 -2.791 -2.484
H -7.194 -2.010 -0.112
H -6.123 -2.456 1.214
H -5.781 -3.931 -0.368
H -4.305 -2.898 -0.346
C -2.237 -1.545 1.582
C -1.265 -0.531 2.072
O -0.043 -0.406 1.765
N -1.868 0.181 3.059
C -1.248 1.037 4.021
H -2.920 -1.939 2.377
H -1.732 -2.433 1.136
H -2.820 -1.049 0.844
H -2.817 -0.022 3.219
H -1.383 2.112 3.861
H -0.172 0.830 3.949
H -1.610 0.816 5.033
C -1.042 -2.582 6.350
C -1.499 -3.375 5.151
O -2.668 -3.654 5.002
N -0.470 -3.785 4.334
C -0.597 -4.734 3.261
H -1.907 -2.331 6.965
H -0.522 -1.606 6.055
H -0.351 -3.171 7.006
H 0.428 -3.550 4.696
H -0.239 -4.463 2.280
H -1.733 -4.917 3.152
H -0.077 -5.669 3.494
C 3.238 0.880 2.191
C 3.896 -0.285 1.450
O 5.112 -0.445 1.303
N 2.977 -1.216 1.008
C 3.350 -2.332 0.177
H 2.263 0.947 1.819
H 3.870 1.770 1.962
H 3.288 0.703 3.290
H 1.997 -1.115 1.365
H 3.995 -1.937 -0.584
H 2.483 -2.844 -0.329
H 3.884 -3.118 0.656
```

Results
Spin multiplicity: 1
SMILES: CCOC(C)=O.CCOC(C)=O.CNC(C)=O.CNC(C)=O.CNC(C)=O.BrCCBr.BrCCBr
Charge: 0

=====

[2]
The following is a DFT calculation (wB97M-V/def2-TZVPD) of a cluster of 9 separate species, C21H45Cl2N9O18 in total.

Geometry as XYZ:
```
95
Properties=species:S:1:pos:R:3
C 7.404 0.150 0.851
C 6.838 -0.968 -0.117
Cl 7.790 -1.213 -1.672
C 5.676 -1.736 0.124
Cl 5.194 -2.944 -1.158
C 4.862 -1.481 1.444
C 4.534 -2.713 2.428
N 3.628 -2.009 3.422
C 3.117 -0.709 2.905
O 2.682 0.272 3.518
C 3.347 -0.921 1.311
O 2.325 -1.896 0.987
C 1.036 -1.214 1.092
C -0.058 -1.828 0.079
C -0.089 -3.419 0.069
C -1.500 -1.150 0.336
C -1.390 0.422 0.689
C -2.295 -1.812 1.570
H 7.283 -0.110 1.961
H 6.839 1.131 0.698
H 8.506 0.334 0.671
H 5.284 -0.722 2.195
H 5.479 -2.907 3.049
H 4.047 -3.640 2.005
H 2.721 -2.493 3.573
H 3.416 -0.002 0.652
H 0.568 -1.313 2.135
H 1.250 -0.119 0.822
H 0.252 -1.477 -0.969
H -0.694 -3.889 0.905
H 0.950 -3.899 0.099
H -0.552 -3.780 -0.918
H -2.079 -1.230 -0.649
H -2.406 0.925 0.655
H -1.040 0.476 1.779
H -0.582 0.966 0.076
H -3.187 -1.141 1.804
H -2.648 -2.874 1.356
H -1.586 -1.780 2.472
C 2.345 -0.456 6.808
N 1.398 -0.035 7.873
O 1.704 0.936 8.543
O 0.382 -0.693 7.998
H 3.199 0.217 6.811
H 2.656 -1.476 7.030
H 1.816 -0.402 5.858
C -4.904 0.335 -1.396
N -4.960 -1.092 -0.981
O -6.042 -1.538 -0.644
O -3.911 -1.714 -1.009
H -5.900 0.758 -1.322
H -4.217 0.845 -0.725
H -4.548 0.364 -2.424
C 7.829 2.268 -3.143
N 6.953 3.324 -2.571
O 6.302 3.037 -1.581
O 6.951 4.402 -3.134
H 7.730 1.366 -2.542
H 7.501 2.088 -4.165
H 8.852 2.639 -3.116
C 5.227 -6.951 -0.740
N 4.302 -6.520 0.340
O 4.626 -5.549 1.000
O 3.285 -7.170 0.484
H 6.086 -6.283 -0.752
H 5.535 -7.972 -0.519
H 4.682 -6.897 -1.680
C 2.316 3.686 -0.150
N 1.087 3.389 -0.931
O 1.079 2.364 -1.594
O 0.177 4.193 -0.851
H 3.037 2.889 -0.316
H 2.706 4.639 -0.502
H 2.033 3.738 0.900
C -4.940 4.996 -0.733
N -4.728 3.562 -1.059
O -5.648 2.966 -1.597
O -3.649 3.086 -0.765
H -5.941 5.283 -1.051
H -4.830 5.108 0.344
H -4.186 5.569 -1.269
C -7.221 2.445 -4.468
N -7.826 3.753 -4.830
O -7.842 4.621 -3.973
O -8.263 3.863 -5.960
H -6.875 2.491 -3.437
H -7.991 1.684 -4.582
H -6.387 2.269 -5.146
C -11.022 1.653 -2.523
N -10.625 0.583 -3.475
O -11.514 -0.040 -4.019
O -9.429 0.409 -3.640
H -12.108 1.694 -2.476
H -10.603 1.399 -1.550
H -10.615 2.592 -2.895
```

Results
Spin multiplicity: 1
SMILES: C/C(Cl)=C(/Cl)[C@@H]1CNC(=O)[C@@H]1OC[C@@H](C)C(C)C.C[N+](=O)[O-].C[N+](=O)[O-].C[N+](=O)[O-].C[N+](=O)[O-].C[N+](=O)[O-].C[N+](=O)[O-].C[N+](=O)[O-].C[N+](=O)[O-]
Charge: 0

=====

[3]
The following is a DFT calculation (wB97M-V/def2-TZVPD) of a structure of composition C21H45F6IN5O7.

Geometry as XYZ:
```
85
Properties=species:S:1:pos:R:3
O -2.180 -3.665 -4.116
C -2.371 -3.211 -5.195
O -3.583 -2.876 -5.670
C -1.246 -3.068 -6.255
F -1.039 -4.313 -6.781
F -1.652 -2.303 -7.288
C 0.108 -2.503 -5.725
F 0.396 -2.983 -4.505
F 1.070 -2.953 -6.577
C 0.155 -0.954 -5.657
F 1.369 -0.634 -5.150
F 0.144 -0.486 -6.934
C -1.043 -0.295 -4.850
O -2.146 -0.651 -5.307
N -0.821 0.643 -3.953
I 0.344 0.077 -2.384
H -3.506 -1.950 -5.978
C 4.241 -0.879 3.136
C 2.851 -0.512 2.628
C 2.633 -0.809 1.140
O 3.247 0.127 0.278
C 4.607 -0.087 -0.024
N 2.581 0.892 2.948
H 4.990 -0.159 2.805
H 4.252 -0.881 4.226
H 4.541 -1.870 2.789
H 2.126 -1.121 3.178
H 1.563 -0.733 0.931
H 2.943 -1.830 0.884
H 4.838 -1.156 -0.083
H 5.274 0.381 0.708
H 4.794 0.365 -0.997
H 1.617 1.120 2.716
H 3.134 1.445 2.298
C -0.570 -8.800 -5.807
C -1.747 -9.647 -6.278
C -2.875 -8.836 -6.929
O -3.693 -8.126 -6.026
C -3.185 -6.865 -5.614
N -2.221 -10.470 -5.161
H -0.807 -8.263 -4.889
H 0.288 -9.439 -5.598
H -0.278 -8.069 -6.562
H -1.377 -10.330 -7.051
H -3.544 -9.536 -7.440
H -2.469 -8.155 -7.690
H -2.634 -6.382 -6.426
H -2.535 -6.949 -4.741
H -4.032 -6.237 -5.345
H -2.932 -11.114 -5.495
H -2.711 -9.859 -4.513
C 1.857 6.183 2.322
C 2.317 4.737 2.162
C 1.296 3.839 1.446
O 0.206 3.453 2.260
C -0.852 4.392 2.348
N 2.700 4.221 3.481
H 1.110 6.279 3.111
H 2.703 6.815 2.594
H 1.426 6.567 1.395
H 3.215 4.743 1.535
H 1.791 2.907 1.162
H 0.938 4.305 0.520
H -1.001 4.910 1.396
H -0.679 5.119 3.142
H -1.759 3.834 2.584
H 3.113 3.298 3.393
H 1.842 4.056 4.000
C -2.969 6.240 6.483
C -1.703 5.395 6.582
C -1.136 5.291 8.002
O -0.458 6.446 8.457
C -1.276 7.467 8.989
N -0.724 5.896 5.616
H -2.743 7.305 6.542
H -3.458 6.064 5.525
H -3.675 5.993 7.278
H -1.962 4.375 6.281
H -0.389 4.494 8.015
H -1.925 5.014 8.714
H -2.137 7.048 9.520
H -1.636 8.152 8.218
H -0.670 8.034 9.695
H 0.077 5.269 5.593
H -0.346 6.772 5.968
```

Results
Spin multiplicity: 1
Charge: -1

=====

[4]
The following is a DFT calculation (wB97M-V/def2-TZVPD) of a cluster of 2 separate species, C21H45FN4O6P in total.

Geometry as XYZ:
```
78
Properties=species:S:1:pos:R:3
C -1.737 3.484 3.318
C -0.805 3.719 2.122
C -0.096 2.433 1.692
C 0.528 2.538 0.291
N 1.933 2.036 0.229
C 2.258 1.125 -0.750
N 2.886 1.513 -1.944
C 1.958 2.088 -2.936
C 2.124 1.335 -4.247
O 1.752 0.245 -4.470
F 2.807 2.043 -5.173
P 4.443 2.369 -1.635
C 5.586 0.946 -1.806
O 4.637 3.164 -3.034
N 1.990 -0.135 -0.562
C 2.280 -1.182 -1.560
C 3.218 -2.261 -1.023
C 3.774 -3.085 -2.187
C 2.731 -4.059 -2.766
C 2.199 -3.626 -4.132
O 0.855 -4.031 -4.278
C 0.041 -3.092 -4.939
C 1.354 -0.606 0.680
C 0.022 -1.305 0.449
O 0.247 -2.698 0.277
C -0.539 -3.375 -0.600
O -0.543 -4.554 -0.657
H -1.356 2.641 3.903
H -2.739 3.211 2.986
H -1.762 4.341 3.987
H -1.366 4.127 1.276
H -0.042 4.450 2.406
H 0.701 2.200 2.403
H -0.820 1.611 1.714
H -0.069 1.981 -0.435
H 0.543 3.586 -0.013
H 2.624 2.778 0.256
H 2.112 3.159 -3.069
H 0.922 1.911 -2.639
H 5.124 0.093 -2.303
H 6.443 1.279 -2.396
H 5.955 0.651 -0.822
H 4.705 2.623 -3.833
H 1.325 -1.606 -1.883
H 2.721 -0.712 -2.431
H 2.699 -2.916 -0.320
H 4.034 -1.778 -0.474
H 4.113 -2.398 -2.972
H 4.662 -3.613 -1.840
H 3.157 -5.060 -2.823
H 1.868 -4.119 -2.096
H 2.270 -2.533 -4.232
H 2.802 -4.070 -4.934
H -0.933 -3.555 -5.084
H 0.455 -2.807 -5.913
H -0.078 -2.180 -4.336
H 2.039 -1.301 1.168
H 1.210 0.237 1.345
H -0.503 -0.890 -0.420
H -0.610 -1.155 1.327
H -1.151 -2.724 -1.252
C -6.557 -0.894 4.707
C -6.765 0.616 4.640
C -5.961 1.311 3.536
O -4.575 1.460 3.809
C -3.786 0.319 3.555
N -6.529 1.188 5.965
H -5.610 -1.145 5.186
H -7.347 -1.350 5.301
H -6.573 -1.345 3.713
H -7.817 0.792 4.396
H -6.340 2.329 3.425
H -6.097 0.800 2.573
H -4.161 -0.249 2.696
H -3.737 -0.342 4.423
H -2.774 0.665 3.335
H -6.801 2.166 5.978
H -5.530 1.186 6.148
```

Results
Spin multiplicity: 1
Charge: +1

=====

[5]
The following is a DFT calculation (wB97M-V/def2-TZVPD) of a structure of composition C21H45N2OP3RuS.

Geometry as XYZ:
```
74
Properties=species:S:1:pos:R:3
Ru -0.611 -0.931 -0.115
P 1.413 -1.592 0.574
P -1.173 0.268 1.581
P 2.352 2.609 -2.710
H -1.678 0.047 -1.836
C -1.104 -0.601 -2.534
C 0.178 -1.034 -1.951
H 0.910 -0.236 -1.655
C 1.600 -3.335 1.121
C 2.216 -0.706 1.989
C 2.819 -1.529 -0.606
C -2.884 0.835 1.333
C -1.207 -0.489 3.235
C -0.264 1.819 1.894
C 2.857 4.012 -3.712
C 3.086 2.254 -1.088
C 0.644 2.870 -2.220
H -1.647 -1.559 -2.732
H 0.600 -1.920 -2.454
H 0.935 -3.980 0.533
H 1.376 -3.405 2.193
H 2.626 -3.698 0.968
H 1.615 -0.838 2.897
H 2.345 0.356 1.745
H 3.217 -1.119 2.176
H 2.462 -1.767 -1.610
H 3.579 -2.284 -0.355
H 3.287 -0.537 -0.638
H -3.435 0.745 2.279
H -3.382 0.256 0.543
H -2.855 1.885 1.008
H -0.920 0.275 3.970
H -0.510 -1.329 3.337
H -2.214 -0.858 3.458
H -0.458 2.535 1.085
H 0.818 1.677 1.971
H -0.603 2.250 2.843
H 3.283 4.811 -3.072
H 1.926 4.345 -4.193
H 3.593 3.685 -4.492
H 3.549 3.160 -0.680
H 3.833 1.456 -1.124
H 2.270 1.976 -0.401
H 0.224 3.629 -2.875
H 0.565 3.249 -1.189
H 0.115 1.926 -2.348
C 0.535 -0.165 -4.541
C -0.845 0.143 -3.929
C -1.883 0.042 -5.013
C -1.563 0.103 -6.353
C -0.218 0.004 -6.849
C 0.797 -0.167 -5.935
O 1.577 -0.295 -3.849
H 2.305 1.387 -3.450
H -0.816 1.239 -3.762
H -2.949 0.043 -4.728
H -2.367 0.206 -7.112
H 0.011 -0.025 -7.920
H 1.821 -0.459 -6.164
S -1.703 -3.004 -0.251
C -2.399 -3.279 1.300
N -1.790 -4.148 2.119
C -2.114 -4.162 3.541
C -3.612 -4.103 3.665
C -4.138 -2.842 3.015
N -3.565 -2.721 1.664
H -0.861 -4.446 1.824
H -1.654 -3.306 4.054
H -1.711 -5.094 3.934
H -3.916 -4.117 4.713
H -4.066 -4.964 3.172
H -3.840 -1.960 3.604
H -5.229 -2.847 2.899
H -3.971 -2.070 0.994
```

Results
⟨S²⟩: 8.779
Spin multiplicity: 6
Charge: +3

=====

[6]
The following is a DFT calculation (wB97M-V/def2-TZVPD) of a structure of composition C21H45N2P3PdS2.

Geometry as XYZ:
```
74
Properties=species:S:1:pos:R:3
Pd 0.977 -0.664 -1.403
P 0.074 -2.674 -0.443
P 2.064 0.171 1.266
P 3.261 -0.872 -1.787
H 0.268 1.670 -2.467
C 0.849 0.832 -2.829
C 0.162 -0.337 -3.277
H -0.923 -0.443 -3.210
C -1.606 -2.768 0.252
C 0.997 -3.630 0.800
C 0.031 -3.811 -1.849
C 1.898 2.000 1.278
C 1.539 -0.203 2.993
C 3.888 0.026 1.587
C 3.341 -1.503 -3.496
C 4.490 -1.989 -1.011
C 3.942 0.798 -1.862
H 1.811 1.109 -3.278
H 0.582 -0.968 -4.056
H -2.170 -1.848 0.063
H -1.569 -2.912 1.340
H -2.127 -3.618 -0.208
H 0.758 -3.264 1.807
H 2.076 -3.550 0.634
H 0.697 -4.686 0.720
H -0.620 -3.399 -2.626
H -0.336 -4.790 -1.517
H 1.040 -3.914 -2.265
H 2.312 2.401 2.214
H 0.823 2.231 1.221
H 2.428 2.425 0.413
H 2.238 0.280 3.694
H 1.582 -1.291 3.147
H 0.519 0.161 3.179
H 4.136 0.507 2.544
H 4.477 0.483 0.784
H 4.128 -1.041 1.669
H 4.398 -1.749 -3.670
H 2.991 -0.722 -4.185
H 2.723 -2.411 -3.562
H 5.338 -2.053 -1.718
H 4.054 -2.995 -0.879
H 4.831 -1.593 -0.043
H 4.640 0.814 -2.705
H 4.457 1.053 -0.938
H 3.146 1.530 -2.013
C -3.921 1.296 -2.274
C -2.549 1.591 -2.301
C -2.114 2.892 -2.144
C -3.066 3.911 -2.001
C -4.417 3.600 -1.772
C -4.846 2.269 -1.894
S -4.478 -0.312 -2.562
H -4.179 -0.331 -3.873
H -1.835 0.789 -2.433
H -1.041 3.079 -2.183
H -2.726 4.948 -2.054
H -5.173 4.347 -1.510
H -5.887 2.013 -1.719
S -1.005 0.381 0.855
C -1.885 0.742 2.290
N -1.897 -0.097 3.347
C -2.611 0.118 4.593
C -3.378 1.431 4.602
C -2.801 2.505 3.716
N -2.538 1.913 2.418
H -1.510 -1.020 3.168
H -1.866 0.101 5.402
H -3.303 -0.728 4.713
H -3.373 1.782 5.638
H -4.411 1.225 4.302
H -1.882 2.932 4.141
H -3.560 3.276 3.573
H -2.361 2.552 1.648
```

Results
⟨S²⟩: 6.030
Spin multiplicity: 5
Charge: +4

=====

Per-record DFT total energy, eV: -321480.59531 -97791.23156 -68694.54797 -52751.46461 -68788.97562 -78460.84801
Per-record strongest force on any atom, eV/A: 4.03 3.53 0.74 0.53 4.11 3.92